1.
# C20H23NO

One molecule with the formula C20H23NO (ωB97M-V/def2-TZVPD, the Open Molecules 2025 dataset).

XYZ file:
```
45
Properties=species:S:1:pos:R:3:mulliken_charge:R:1
C 4.01249 1.08862 1.10246 -1.64
C 2.83058 1.45826 0.25546 1.16
C 2.16836 2.66264 0.45926 -0.73
C 1.08672 3.02413 -0.32282 -0.65
C 0.66250 2.19102 -1.34343 -0.78
C 1.30831 0.98813 -1.55783 -0.27
C 2.37197 0.60866 -0.74975 0.69
C 3.02820 -0.71501 -1.00810 -0.44
O 3.86620 -0.89124 -1.87047 -0.67
N 2.61265 -1.72425 -0.20960 0.01
C 1.58420 -1.65349 0.81342 -0.21
C 1.50965 -2.99700 1.53600 -1.75
C 0.24105 -1.28433 0.22235 1.05
C -0.24622 -1.95442 -0.89124 -0.42
C -1.46302 -1.59980 -1.44621 -1.74
C -2.20212 -0.56411 -0.90112 1.29
C -1.72286 0.10695 0.22273 1.02
C -0.51265 -0.26140 0.78081 -0.66
C -2.57623 1.21423 0.75355 -1.40
C -4.02356 0.73229 0.92945 -0.75
C -4.54455 -0.05131 -0.29011 -0.61
C -3.52394 -0.11069 -1.43441 -1.20
H 4.67433 0.41396 0.56498 0.34
H 4.57075 1.97877 1.38449 0.53
H 3.69109 0.59299 2.02009 0.26
H 2.51192 3.32626 1.24058 0.44
H 0.58370 3.96330 -0.14377 0.44
H -0.16781 2.47592 -1.97195 0.46
H 0.98517 0.33045 -2.35089 0.53
H 3.00589 -2.63284 -0.41279 0.31
H 1.86518 -0.87791 1.53796 0.14
H 0.76964 -2.94668 2.33053 0.39
H 2.47416 -3.24910 1.97177 0.49
H 1.21596 -3.78336 0.84426 0.39
H 0.33531 -2.74780 -1.33795 0.40
H -1.83316 -2.12610 -2.31474 0.38
H -0.13947 0.26833 1.64660 0.31
H -2.18809 1.58486 1.70325 0.43
H -2.55808 2.04358 0.04018 0.35
H -4.65988 1.59725 1.12332 0.38
H -4.06562 0.09351 1.81330 0.30
H -4.77572 -1.07537 0.00861 0.33
H -5.46807 0.39616 -0.66071 0.35
H -3.41371 0.88697 -1.86995 0.34
H -3.88120 -0.78105 -2.21756 0.40
```

Values from the calculation:
* multiplicity: 1
* SMILES: Cc1ccccc1C(=O)N[C@H](C)c1ccc2c(c1)CCCC2
* Kohn-Sham gap: 9.5 eV

=====

2.
# C4H10N2O4S

A 2-piece molecular cluster, C4H10N2O4S overall in a non-equilibrium geometry (ωB97M-V/def2-TZVPD, the Open Molecules 2025 dataset).

XYZ file:
```
21
Properties=species:S:1:pos:R:3:mulliken_charge:R:1
C 2.66651 0.18336 0.20544 0.80
C 4.09566 0.60335 0.20269 -0.96
C -3.25239 0.99128 0.55487 -1.17
C -2.30077 0.13279 -0.19721 0.77
N -1.57730 0.43408 -1.26015 -0.65
N -2.05833 -1.07072 0.34632 -0.47
O 0.77467 -1.91371 0.84772 -0.58
O 2.08381 0.47827 1.23129 -0.58
O 2.07321 -0.33683 -0.81027 -0.47
O 0.19069 -1.69102 -1.42558 -0.51
S 0.48396 -0.88304 -0.06708 0.90
H 4.49331 0.63965 1.26926 0.28
H 4.34284 1.49655 -0.33659 0.27
H 4.64625 -0.25495 -0.34637 0.27
H -3.29927 0.72608 1.57199 0.39
H -2.82974 1.98216 0.53810 0.34
H -4.28699 1.05010 0.18284 0.26
H -1.74408 1.43754 -1.48653 0.17
H -2.56313 -1.18749 1.26401 0.16
H -0.20449 -1.01653 -2.09789 0.41
H -1.73443 -1.80091 -0.18684 0.37
```

Values from the calculation:
* multiplicity: 1
* Kohn-Sham gap: 10.0 eV

=====

For reference, energy relative to the best compared isomer or geometry (same formula, charge and spin) by record: 18.1, 42.9 kJ/mol.
For reference, HOMO level by record: -8.68, -9.37 eV.
For reference, LUMO by record: 0.77, 0.61 eV.